*one*
C3H2O2Yb | ωB97M-V/def2-TZVPD

```
! wB97M-V def2-TZVPD RIJCOSX def2/J DEFGRID3
* xyz 1 2
Yb -1.539 -1.763 1.282
O -1.468 0.241 0.379
O 1.355 -0.445 0.620
C 0.716 -1.536 0.433
C -0.524 0.818 -0.260
C 0.757 0.303 -0.429
H 1.484 0.701 -1.131
H -0.780 1.682 -0.893
*
```

Results
E_HOMO (spin up / spin down)	-0.42414 / -0.46261	hartree
frontier orbital gap (spin up / spin down)	6.15 / 7.04	eV

*two*
C3H2O2Yb | ωB97M-V/def2-TZVPD

```
! wB97M-V def2-TZVPD RIJCOSX def2/J DEFGRID3
* xyz 1 2
Yb 1.981 -0.426 -0.271
O -0.385 0.583 0.535
O 0.089 2.455 -0.493
C -0.195 -1.363 -0.241
C -0.782 1.644 0.005
C -0.652 -2.511 0.010
H 0.324 3.137 0.154
H -0.380 -3.519 0.300
*
```

Results
E_HOMO (spin up / spin down)	-0.44075 / -0.43863	hartree
frontier orbital gap (spin up / spin down)	6.25 / 6.03	eV

*one* comes first in stability; the runner-up is 2.300 eV higher.

*one*
ClHg4O20S4 | ωB97M-V/def2-TZVPD

```
! wB97M-V def2-TZVPD RIJCOSX def2/J DEFGRID3
* xyz -1 1
Hg 1.573 2.795 -3.081
Hg 0.690 -4.951 3.190
Hg 6.512 1.119 1.022
Hg -2.245 3.772 5.313
Cl -5.078 0.851 -4.438
S 6.180 5.903 -3.117
S -1.278 -6.112 -1.511
S -1.876 -2.043 6.685
S 0.760 0.699 1.097
O 4.965 5.778 -3.767
O 7.330 5.921 -3.964
O -4.741 0.452 -3.125
O 6.029 7.174 -2.438
O 0.091 0.608 -0.262
O -2.828 -2.553 7.641
O 1.921 1.384 0.686
O -5.297 2.217 -4.325
O -2.052 -2.816 5.459
O -3.954 0.516 -5.216
O -2.075 -7.291 -1.684
O -6.073 0.207 -5.088
O 6.274 4.848 -2.172
O -1.610 -5.337 -0.298
O 0.118 -6.422 -1.161
O -2.099 -0.588 6.361
O -0.533 -2.002 7.307
O -1.309 -5.085 -2.535
O -0.145 1.634 1.860
O 0.749 -0.677 1.560
*
```

Results
E_HOMO	-0.23335	hartree
frontier orbital gap	1.25	eV

*two*
ClHg4O20S4 | ωB97M-V/def2-TZVPD

```
! wB97M-V def2-TZVPD RIJCOSX def2/J DEFGRID3
* xyz -1 1
Hg 4.470 -0.719 0.333
Hg -1.133 -3.699 0.682
Hg 0.551 0.715 3.888
Hg -0.019 2.593 0.308
Cl 2.374 1.438 -2.322
S -2.895 2.423 -1.337
S -1.832 2.999 2.824
S 0.809 -5.782 -1.426
S 0.790 -0.832 1.114
O 1.664 -6.492 -0.487
O 0.881 -0.935 2.599
O 2.135 -0.798 0.574
O 3.027 2.704 -2.145
O -3.090 2.292 2.722
O -4.269 2.402 -0.774
O -1.510 3.846 1.638
O -2.151 1.786 -0.196
O 1.552 -4.996 -2.395
O -0.014 0.360 0.770
O -2.531 3.801 -1.566
O 0.134 -1.989 0.473
O 3.234 0.420 -1.735
O -0.697 1.991 2.906
O 1.115 1.412 -1.547
O -1.759 3.798 4.035
O -0.118 -6.677 -2.132
O 2.036 1.131 -3.656
O -2.725 1.583 -2.512
O -0.030 -4.776 -0.635
*
```

Results
E_HOMO	-0.21481	hartree
frontier orbital gap	1.65	eV

*two* comes first in stability; the runner-up is 11.443 eV higher.

*one*
H2NO3S | ωB97M-V/def2-TZVPD

```
! wB97M-V def2-TZVPD RIJCOSX def2/J DEFGRID3
* xyz -1 1
S 1.041 -1.311 -0.234
O 1.967 -0.625 -1.150
O -0.419 0.665 0.062
O 0.077 -2.162 -0.964
N -1.154 1.439 1.040
H -1.114 0.141 -0.355
H -0.398 1.853 1.602
*
```

Results
E_HOMO (spin up / spin down)	-0.04632 / -0.13349	hartree
frontier orbital gap (spin up / spin down)	4.98 / 7.55	eV

*two*
H2NO3S | ωB97M-V/def2-TZVPD

```
! wB97M-V def2-TZVPD RIJCOSX def2/J DEFGRID3
* xyz -1 1
S 0.597 0.715 -1.682
O 0.025 1.860 -2.447
O 0.192 -0.616 -2.231
O 0.471 -0.525 2.584
N -0.142 -0.283 1.380
H -1.097 -0.142 1.538
H -0.046 -1.009 0.859
*
```

Results
E_HOMO (spin up / spin down)	-0.18850 / -0.05769	hartree
frontier orbital gap (spin up / spin down)	9.33 / 4.47	eV

*two* comes first in stability; the runner-up is 0.192 eV higher.

*one*
H5O3 | ωB97M-V/def2-TZVPD

```
! wB97M-V def2-TZVPD RIJCOSX def2/J DEFGRID3
* xyz -1 1
O -0.151 1.358 -2.157
O 0.444 -0.286 -0.299
O -0.149 -1.358 2.174
H 0.076 -1.114 1.241
H -0.979 -0.893 2.296
H 1.395 -0.342 -0.168
H -0.881 1.814 -1.730
H 0.246 0.821 -1.356
*
```

Results
E_HOMO	-0.14273	hartree
frontier orbital gap	8.68	eV

*two*
H5O3 | ωB97M-V/def2-TZVPD

```
! wB97M-V def2-TZVPD RIJCOSX def2/J DEFGRID3
* xyz -1 1
O 0.241 -0.812 -0.270
O 1.393 0.453 1.764
O -1.598 0.489 -1.586
H -1.108 -0.067 -0.900
H 0.237 -1.620 0.252
H -0.925 0.487 -2.273
H 0.991 -0.047 0.955
H 0.769 1.118 2.058
*
```

Results
E_HOMO	-0.14718	hartree
frontier orbital gap	8.98	eV

*two* comes first in stability; the runner-up is 0.055 eV higher.

*one*
C10H38N2O8 | ωB97M-V/def2-TZVPD

```
! wB97M-V def2-TZVPD RIJCOSX def2/J DEFGRID3
* xyz 0 1
O -3.582 1.707 1.849
O -3.327 -0.969 1.359
O -0.986 -0.183 -2.847
O -0.222 -4.664 -0.352
O -2.345 -4.081 -1.942
O -1.436 -1.283 -0.356
O 1.665 1.768 2.012
O 1.167 -2.291 -1.112
N 0.706 -0.874 2.094
N 1.322 2.582 -3.479
C -2.371 2.275 2.179
C 1.415 1.103 -1.479
C 2.549 0.709 2.402
C 0.898 1.373 -2.937
C 2.469 -1.692 3.573
C 2.359 2.867 1.366
C 1.700 -0.428 3.070
C -0.607 1.172 -3.164
C -2.199 -0.662 -3.475
C -1.563 2.338 0.863
H 2.768 -2.376 2.779
H 1.358 0.579 -3.525
H -1.576 -4.414 -1.479
H -1.283 1.876 -2.679
H 1.794 -2.205 4.258
H -0.625 -1.790 -0.391
H -1.191 1.372 0.522
H 3.395 -1.415 4.078
H 0.835 3.220 -2.866
H 0.459 0.055 1.783
H 3.084 3.381 1.997
H 1.236 0.022 3.948
H -3.447 0.797 1.574
H 0.898 1.704 -0.730
H -0.886 1.243 -4.215
H 2.849 2.501 0.465
H -1.479 -0.841 -1.204
H 1.627 3.644 1.147
H -2.533 -1.058 0.831
H 1.209 0.092 -1.127
H 3.118 0.395 1.528
H 2.485 1.303 -1.425
H 0.516 -5.237 -0.148
H -3.076 -1.290 2.225
H 2.285 2.753 -3.224
H 0.789 -3.147 -0.908
H -2.542 -3.248 -1.512
H 1.341 -2.324 -2.053
H -1.947 1.680 2.988
H -2.550 3.281 2.559
H -2.300 -1.714 -3.208
H -2.311 -0.605 -4.558
H -2.044 2.898 0.060
H -3.104 -0.233 -3.046
H -0.640 -4.501 0.494
H 3.277 1.085 3.121
H 1.271 -1.198 1.322
H -0.671 2.950 0.997
*
```

Results
E_HOMO	-0.33317	hartree
frontier orbital gap	9.02	eV
structure (SMILES)	COC[C@H](C)N.COC[C@H](C)N.CCO.O.O.O.O.O

*two*
C10H38N2O8 | ωB97M-V/def2-TZVPD

```
! wB97M-V def2-TZVPD RIJCOSX def2/J DEFGRID3
* xyz 0 1
O -1.144 -3.626 3.412
O -0.013 -0.519 0.140
O 1.868 -0.628 -4.914
O 2.653 -0.323 1.168
O 1.112 5.646 -2.383
O -0.707 -1.903 -2.296
O -0.136 2.974 1.423
O -2.433 0.574 1.181
N -2.137 -5.280 5.523
N -1.064 3.891 -1.418
C 2.264 -0.974 -3.578
C 0.219 3.431 -2.010
C -2.856 -4.120 4.971
C -2.590 -2.896 5.818
C -0.800 -3.180 2.139
C 3.590 -0.329 -3.177
C -0.017 2.088 -2.691
C -2.533 -3.858 3.521
C 2.485 5.753 -2.073
C 0.771 4.428 -3.004
H -1.143 -5.063 5.510
H -1.631 0.233 0.755
H 4.440 -0.946 -3.482
H 2.449 0.523 1.587
H -3.926 -4.350 5.021
H 3.100 5.580 -2.967
H -1.548 -2.574 5.773
H 3.638 -0.217 -2.093
H 2.669 6.776 -1.754
H 0.947 -0.396 0.205
H 2.776 5.035 -1.301
H -1.154 -3.876 1.364
H -0.433 1.372 -1.991
H -3.087 -2.973 3.163
H 0.911 3.348 -1.167
H -0.720 2.262 -3.512
H -1.739 3.970 -2.181
H -0.602 -1.690 -3.229
H -3.130 -2.038 5.401
H -0.161 -0.967 -0.708
H 0.285 -3.118 2.050
H 2.546 -0.976 1.869
H -1.010 -2.816 -2.272
H 1.639 4.007 -3.536
H -0.467 2.080 1.270
H -0.722 3.520 0.884
H 0.921 1.728 -3.118
H 3.730 0.640 -3.654
H -0.932 4.869 -1.148
H 2.350 -2.061 -3.482
H -2.901 -3.071 6.844
H 2.308 -1.237 -5.514
H -3.176 0.239 0.672
H -2.223 -6.068 4.887
H -1.210 -2.183 1.946
H -2.817 -4.695 2.863
H 0.031 4.634 -3.789
H 1.464 -0.647 -2.916
*
```

Results
E_HOMO	-0.33903	hartree
frontier orbital gap	9.36	eV
structure (SMILES)	COC[C@H](C)N.COC[C@H](C)N.CCO.O.O.O.O.O

*two* comes first in stability; the runner-up is 0.824 eV higher.

*one*
C5H7N4O | ωB97M-V/def2-TZVPD

```
! wB97M-V def2-TZVPD RIJCOSX def2/J DEFGRID3
* xyz 1 1
O -2.142 0.085 0.474
N 2.105 -0.168 1.204
N -0.904 0.571 -1.388
N 1.102 1.367 -0.473
N 1.987 -1.378 1.330
C 1.029 0.503 0.682
C 0.117 1.390 -1.323
C -0.131 -1.131 0.383
C 0.712 -1.922 0.963
C -1.277 -0.493 -0.375
H -1.648 0.762 -2.101
H -1.797 -1.310 -0.905
H 1.894 2.073 -0.541
H 0.554 -3.057 1.296
H 0.186 2.167 -2.125
H -2.074 -0.267 1.390
H 0.287 0.809 1.510
*
```

Results
E_HOMO	-0.50636	hartree
frontier orbital gap	9.58	eV

*two*
C5H7N4O | ωB97M-V/def2-TZVPD

```
! wB97M-V def2-TZVPD RIJCOSX def2/J DEFGRID3
* xyz 1 1
O 3.281 1.428 0.605
N -2.223 0.399 -0.743
N -1.339 0.438 1.277
N -0.957 0.924 -0.865
N 0.163 -0.950 0.307
C -2.437 0.166 0.559
C 2.877 0.548 0.044
C 1.303 -1.325 -0.241
C -0.213 0.465 0.341
C 2.497 -0.577 -0.477
H 1.223 -2.371 -0.334
H -3.379 -0.225 1.034
H -1.159 0.016 2.174
H -2.876 0.247 -1.465
H 3.264 -1.000 -1.068
H -0.615 0.723 -1.829
H 0.591 1.093 0.683
*
```

Results
E_HOMO	-0.47962	hartree
frontier orbital gap	9.42	eV
structure (SMILES)	O=C=C/C=N\[C@@H]1NC=[NH+]N1

*two* comes first in stability; the runner-up is 1.737 eV higher.

*one*
H3OPS | ωB97M-V/def2-TZVPD

```
! wB97M-V def2-TZVPD RIJCOSX def2/J DEFGRID3
* xyz 0 1
S 1.610 0.184 -0.317
P 0.671 -1.425 0.197
O -1.390 0.675 -0.576
H -0.839 1.252 -1.085
H 1.379 -1.594 1.456
H -1.430 0.907 0.325
*
```

Results
E_HOMO	-0.32535	hartree
frontier orbital gap	7.38	eV
structure (SMILES)	P=S.O

*two*
H3OPS | ωB97M-V/def2-TZVPD

```
! wB97M-V def2-TZVPD RIJCOSX def2/J DEFGRID3
* xyz 0 1
S 1.581 -0.220 0.046
P -0.515 0.585 0.150
O -1.349 -0.820 0.027
H 1.977 1.010 0.425
H -0.856 -1.460 0.495
H -0.838 0.904 -1.143
*
```

Results
E_HOMO	-0.32904	hartree
frontier orbital gap	9.41	eV
structure (SMILES)	OPS

*three*
H3OPS | ωB97M-V/def2-TZVPD

```
! wB97M-V def2-TZVPD RIJCOSX def2/J DEFGRID3
* xyz 0 1
S -2.124 0.182 -0.040
P -0.308 -0.365 -0.070
O 0.728 1.026 -0.114
H 0.347 -1.066 0.959
H 1.465 1.193 0.575
H -0.107 -0.971 -1.311
*
```

Results
E_HOMO	-0.33912	hartree
frontier orbital gap	9.64	eV
structure (SMILES)	O[PH2]=S

*three* comes first in stability; the runner-up is 0.078 eV higher.

*one*
C2H5FO2 | ωB97M-V/def2-TZVPD

```
! wB97M-V def2-TZVPD RIJCOSX def2/J DEFGRID3
* xyz 0 1
F -2.535 -0.369 0.038
O -0.881 0.946 -0.356
O 0.656 -1.671 -0.023
C 0.403 1.383 -0.020
C -1.322 0.097 0.495
H 0.078 -2.345 0.450
H 0.644 2.348 -0.244
H 1.026 0.878 -0.635
H 1.197 -2.181 -0.716
H 0.733 0.914 1.012
*
```

Results
E_HOMO	-0.35185	hartree
frontier orbital gap	10.26	eV

*two*
C2H5FO2 | ωB97M-V/def2-TZVPD

```
! wB97M-V def2-TZVPD RIJCOSX def2/J DEFGRID3
* xyz 0 1
F -0.325 2.907 -0.522
O -1.618 -1.554 -0.005
O 0.516 0.924 -0.581
C 1.327 -0.043 0.007
C 0.102 1.840 0.247
H -1.921 -1.310 0.846
H 2.202 0.361 0.351
H 0.700 -0.478 0.774
H 1.475 -0.838 -0.744
H -2.457 -1.808 -0.372
*
```

Results
E_HOMO	-0.36513	hartree
frontier orbital gap	10.63	eV

*two* comes first in stability; the runner-up is 0.434 eV higher.